12
Properties=species:S:1:pos:R:3:forces:R:3:lowdin_charge:R:1 method="wB97M-V/def2-TZVPD" e_above_lowest_kj_mol=545.7
C -0.29278 0.49538 0.74708 -0.528 1.187 -0.362 -0.068
C 0.11870 1.36801 -1.51661 -2.149 0.969 -1.363 -0.130
C -0.15565 0.17759 2.01030 1.240 -0.279 -0.205 -0.219
C 0.46752 -0.13968 -1.33123 1.541 -1.001 -3.330 -0.230
N -0.39205 -0.41562 -0.29265 -0.789 -0.351 1.552 -0.082
O 0.26661 -1.07462 2.28431 0.745 -3.088 -1.527 -0.049
O -0.77247 1.72052 -2.21950 1.540 0.004 0.976 0.070
H -0.09108 0.75749 2.91792 -0.399 0.568 -0.322 0.113
H 0.18682 -0.75656 -2.31704 0.800 1.381 2.167 0.169
H 1.55174 -0.16624 -1.08143 -0.908 -0.488 -0.067 0.123
H -1.35828 -0.38153 -0.58802 -0.197 -0.601 -0.277 0.144
H 0.47093 -1.58474 1.38686 -0.897 1.700 2.757 0.159

***

12
Properties=species:S:1:pos:R:3:forces:R:3:lowdin_charge:R:1 method="wB97M-V/def2-TZVPD" smiles="NC#C[C@H](O)C=O" e_above_lowest_kj_mol=359.7
N -2.40685 -0.84412 -0.17810 -0.199 -0.109 0.106 0.087
C -1.26618 -0.62192 0.44838 0.422 -0.316 -0.367 -0.155
C -0.03638 -0.67665 0.54676 -0.711 0.156 0.928 0.001
C 1.08437 0.06182 -0.01112 -0.364 -0.235 -0.680 -0.396
O 2.40750 -0.25456 0.32390 0.038 -0.270 0.399 -0.030
C 0.96981 1.59622 0.03056 -0.467 0.033 -0.254 -0.176
O -0.05815 2.18767 -0.17508 0.478 -0.317 0.083 0.068
H -3.30774 -0.71019 0.24002 0.005 0.209 0.057 0.094
H -2.36927 -1.00674 -1.17472 -0.148 -0.121 0.234 0.111
H 0.79682 -0.39319 -0.99582 0.981 1.196 -0.476 0.166
H 2.41384 -1.17896 0.59594 0.123 0.043 0.031 0.096
H 1.91335 2.13490 0.27154 -0.156 -0.269 -0.061 0.134

***

12
Properties=species:S:1:pos:R:3:forces:R:3:lowdin_charge:R:1 method="wB97M-V/def2-TZVPD" e_above_lowest_kj_mol=139.6
N 0.03831 1.06760 1.19343 0.060 0.112 -0.095 0.074
C -0.55981 0.23562 0.23933 -0.232 0.015 -0.245 -0.429
C -1.39988 0.60140 -0.73429 0.097 -0.026 0.172 0.074
C -0.30729 -1.22065 0.45803 -0.107 -0.359 -0.217 -0.278
O -0.58939 -2.09127 -0.33182 0.131 0.353 0.343 0.042
C 2.38993 -0.52414 -0.71270 0.663 -0.598 -1.120 0.042
O 2.85912 -1.00372 -1.62692 -0.570 0.593 1.086 0.065
H -0.10010 2.05215 1.00666 0.013 -0.096 0.033 0.089
H 1.02521 0.87602 1.33236 -0.168 -0.025 0.001 0.066
H -1.65826 1.64055 -0.91315 0.055 -0.114 -0.009 0.063
H -1.85977 -0.16932 -1.34398 0.056 0.144 0.116 0.068
H 0.16195 -1.46423 1.43305 0.003 0.002 -0.065 0.124

***

12
Properties=species:S:1:pos:R:3:forces:R:3:lowdin_charge:R:1 method="wB97M-V/def2-TZVPD" smiles="[H]/N=C(/C)C(=O)C=O" e_above_lowest_kj_mol=180.6
H -0.96620 1.81387 -0.48207 0.102 -0.409 0.011 0.061
N 0.01509 1.62440 -0.27786 0.165 1.052 -0.042 0.189
C 0.35752 0.42474 -0.18241 0.321 -0.700 -0.259 -0.372
C 1.74012 0.01290 0.16872 0.315 -0.081 -0.217 -0.032
C -0.59110 -0.75083 -0.43048 0.514 0.775 -0.470 -0.302
O -0.29900 -1.72466 -1.07957 -0.360 0.256 0.458 0.139
C -1.87287 -0.45983 0.28703 -0.957 -0.247 0.530 -0.156
O -2.51037 0.55154 0.12165 -0.065 -0.628 -0.080 0.073
H 2.11148 -0.68853 -0.57876 0.064 -0.030 0.036 0.086
H 2.38896 0.87844 0.22666 0.046 0.102 0.019 0.083
H 1.73168 -0.50282 1.12538 0.062 -0.117 0.167 0.089
H -2.10534 -1.17926 1.10174 -0.206 0.028 -0.152 0.141

***

12
Properties=species:S:1:pos:R:3:forces:R:3:lowdin_charge:R:1 method="wB97M-V/def2-TZVPD" e_above_lowest_kj_mol=437.5
C -1.30043 -0.44177 0.72046 -2.778 1.282 -2.219 -0.134
C -0.02929 -0.13827 -0.02260 -4.428 0.519 -2.014 -0.411
C 1.47855 0.03265 -1.45293 -2.019 1.094 3.318 -0.027
C 2.00994 0.17094 -0.12874 4.848 0.619 -9.230 -0.173
H -3.00626 1.12881 1.35579 5.762 -1.699 -1.033 0.247
H -1.94719 -0.77995 -0.18055 0.687 0.614 1.552 0.128
H -1.39101 -1.31062 1.42125 0.694 1.301 0.037 0.121
H 1.94351 -0.25341 -2.31870 1.124 0.155 -2.120 0.055
H 2.97495 0.54026 0.17536 0.075 -0.478 0.268 0.127
N -0.00550 0.00755 -1.35879 4.714 -2.010 3.115 0.172
O -1.78885 0.94039 1.16879 -4.292 -0.798 0.872 -0.215
O 1.06157 0.10343 0.62066 -4.386 -0.599 7.454 0.109

***

12
Properties=species:S:1:pos:R:3:forces:R:3:lowdin_charge:R:1 method="wB97M-V/def2-TZVPD" e_above_lowest_kj_mol=190.3
N -1.07706 0.85023 1.00433 -0.039 -0.053 0.008 0.106
C -0.27594 0.06570 0.13854 0.033 0.098 -0.060 -0.336
C 0.77308 -0.96606 0.53816 0.103 -0.108 0.035 0.012
C 1.17049 0.18524 -0.29527 0.271 0.187 0.201 -0.180
O 0.85444 -0.04180 -1.68057 -0.067 -0.059 -0.125 0.075
C -0.48880 -0.01832 -1.36069 -0.686 0.069 -0.407 -0.406
O -1.40858 0.10225 -2.11173 0.508 -0.183 0.503 0.153
H -1.63848 0.30082 1.64423 0.103 -0.063 -0.153 0.086
H -1.70412 1.43583 0.45891 0.152 -0.028 0.159 0.092
H 1.20061 -0.88453 1.53356 -0.519 0.023 0.127 0.119
H 0.71299 -1.98356 0.15812 0.125 0.236 -0.113 0.120
H 1.88137 0.95419 -0.02760 0.014 -0.119 -0.176 0.159

***

12
Properties=species:S:1:pos:R:3:forces:R:3:lowdin_charge:R:1 method="wB97M-V/def2-TZVPD" smiles="O=C1CCN=CO1" e_above_lowest_kj_mol=133.7
O -0.42078 -2.01784 -1.67829 0.000 1.458 1.687 0.141
C -0.29789 -1.05764 -0.97469 1.052 0.790 0.647 -0.295
C -0.03958 -0.88480 0.68351 -0.130 -0.390 -1.321 -0.039
C 0.63000 0.48235 0.92259 -0.079 -0.259 -0.246 -0.228
N -0.31057 1.43102 0.35219 0.427 0.680 -0.621 0.052
C -0.51015 1.26538 -0.88181 -0.324 0.243 0.755 -0.231
O 0.00519 0.22744 -1.61898 -0.930 -1.271 0.559 0.009
H -0.88016 -0.94780 1.40973 0.071 -0.294 -1.214 0.122
H 0.60319 -1.74771 0.80992 0.224 -0.103 0.455 0.100
H 1.60079 0.52722 0.40989 -0.188 0.039 -0.041 0.122
H 0.81398 0.79179 1.96695 -0.280 -0.750 -0.339 0.116
H -1.19402 1.93059 -1.40101 0.158 -0.144 -0.320 0.131

***

12
Properties=species:S:1:pos:R:3:forces:R:3:lowdin_charge:R:1 method="wB97M-V/def2-TZVPD" smiles=CON1C#COC1 e_above_lowest_kj_mol=792.5
C -0.52115 1.30336 1.52222 0.134 2.163 -0.994 -0.099
O -0.79430 0.15721 0.76779 -0.148 -1.319 -0.950 -0.082
N 0.23302 -0.28161 -0.12330 0.921 1.495 0.378 -0.142
C 1.43132 0.21025 -0.30193 -1.586 -0.354 0.444 0.026
C 1.82907 -0.55638 -1.58522 4.830 2.715 0.571 -0.109
O 0.94172 -1.32789 -1.95405 -3.054 -2.060 -0.345 -0.051
C -0.18478 -1.24069 -1.09321 -3.319 -3.751 -0.620 -0.139
H 0.21649 1.97163 1.08191 0.322 -0.424 -0.200 0.078
H -0.28489 1.13860 2.51654 1.147 -1.167 1.864 0.061
H -1.38334 1.95529 1.65875 -0.768 -0.492 -0.854 0.093
H -0.43860 -2.39523 -0.72355 0.707 3.240 -0.480 0.204
H -1.04456 -0.93455 -1.76595 0.814 -0.045 1.187 0.161

***

12
Properties=species:S:1:pos:R:3:forces:R:3:lowdin_charge:R:1 method="wB97M-V/def2-TZVPD" smiles="Cn1ccoc1=O" e_above_lowest_kj_mol=74.2
C -1.60913 -0.15918 -0.58117 1.810 -1.193 0.030 0.018
N -0.27998 0.00404 0.03069 0.449 -0.368 -0.693 -0.049
C 0.87831 0.25917 -0.68190 0.829 -0.218 1.779 -0.057
C 1.87650 0.26817 0.20862 0.454 0.598 -3.254 -0.136
O 1.42375 0.07675 1.43625 -0.006 -0.724 1.811 0.124
C 0.09382 -0.18657 1.34607 -2.186 0.285 0.051 -0.500
O -0.64847 -0.45732 2.25888 0.541 -0.041 0.035 0.103
H -1.96148 -1.20547 -0.52448 0.140 0.547 0.104 0.105
H -2.21889 0.49692 -0.04650 -1.542 0.872 0.482 0.072
H -1.47959 0.12109 -1.62782 -0.311 0.073 0.186 0.092
H 1.02810 0.40849 -1.69936 -0.452 0.103 -1.564 0.104
H 2.89707 0.37392 -0.11927 0.272 0.065 1.033 0.123

***

12
Properties=species:S:1:pos:R:3:forces:R:3:lowdin_charge:R:1 method="wB97M-V/def2-TZVPD" e_above_lowest_kj_mol=317.7
O 2.97014 0.08085 -0.16801 -0.321 0.042 -0.020 -0.001
C 1.76191 0.06384 -0.30814 0.109 0.067 0.108 -0.347
C 0.77737 0.01611 0.73952 0.186 -0.115 0.086 -0.066
C -0.77092 1.08800 -0.47042 -0.088 0.088 -0.152 0.113
N -0.54464 0.04883 0.32189 0.009 0.060 -0.167 -0.173
C -1.39541 -1.10707 0.32747 -0.319 -0.026 -0.218 -0.216
O -2.41888 -1.14781 -0.29191 0.540 0.052 0.342 0.104
H 1.29419 -0.00657 -1.32799 0.065 0.106 0.166 0.122
H 1.03605 -0.13698 1.78124 -0.086 -0.192 -0.129 0.118
H -1.37714 0.98667 -1.36376 -0.133 -0.050 0.198 0.099
H -0.37603 2.04296 -0.15629 0.119 -0.163 -0.184 0.097
H -0.95664 -1.92885 0.91639 -0.082 0.132 -0.029 0.149

***

12
Properties=species:S:1:pos:R:3:forces:R:3:lowdin_charge:R:1 method="wB97M-V/def2-TZVPD" e_above_lowest_kj_mol=412.3
O 0.84057 -1.51240 -1.79179 -0.048 0.087 0.084 0.020
C 1.20210 -0.58285 -0.99247 -0.205 0.053 -0.022 -0.144
C 0.03072 0.10770 -0.57833 0.221 -0.102 0.165 -0.286
C -0.83509 -0.51593 0.54715 -0.146 -0.251 -0.103 -0.156
N -0.79105 0.49176 1.61123 0.214 0.361 -0.173 0.072
C -0.24405 1.51114 1.10268 -0.132 -0.073 0.318 -0.222
O 0.20123 1.46182 -0.18066 -0.009 0.067 0.014 -0.014
H 2.25833 -0.42067 -0.77089 -0.100 0.007 -0.022 0.146
H -0.22966 -0.86928 -1.69857 0.096 -0.211 -0.165 0.221
H -1.88335 -0.65398 0.25772 0.175 0.019 0.032 0.111
H -0.45372 -1.48157 0.89512 -0.050 0.147 -0.086 0.118
H -0.09603 2.46427 1.59880 -0.017 -0.105 -0.042 0.133

***

13
Properties=species:S:1:pos:R:3:forces:R:3:lowdin_charge:R:1 method="wB97M-V/def2-TZVPD" charge=-1 smiles="C=[P@@]1([O-])C=CN=CO1" e_above_lowest_kj_mol=113.7
C 0.75125 1.58999 0.81630 -2.925 -1.488 -1.582 -0.246
P -0.74392 0.68660 0.68692 1.850 1.982 0.772 0.394
O -1.95446 0.91053 1.49911 -0.849 1.093 -0.010 -0.392
C -0.89051 0.33520 -1.05411 0.528 0.382 -0.419 -0.146
C -0.03050 -0.60151 -1.52277 -2.328 1.357 -0.107 -0.279
N 0.62893 -1.50235 -0.79003 2.043 -2.049 2.102 0.015
C 0.43096 -1.61008 0.47520 -0.392 0.256 0.050 -0.285
O -0.45481 -0.87623 1.15771 1.491 -2.482 -0.001 -0.170
H 1.45919 1.08998 0.17716 0.577 0.163 -0.168 -0.058
H 1.06096 2.03310 1.70624 0.440 0.639 1.389 -0.091
H -1.39157 1.06765 -1.69867 0.209 -0.512 0.097 0.065
H 0.11062 -0.79878 -2.54467 0.002 0.243 -1.552 0.069
H 1.02385 -2.32409 1.09161 -0.645 0.415 -0.571 0.123

***

13
Properties=species:S:1:pos:R:3:forces:R:3:lowdin_charge:R:1 method="wB97M-V/def2-TZVPD" e_above_lowest_kj_mol=504.6
C 0.69750 -0.15311 0.95382 2.906 -0.120 -1.862 -0.112
C 1.31099 -0.13014 2.11322 -0.585 0.677 1.086 -0.142
C -0.51052 0.65451 0.63666 0.217 -0.985 -0.351 -0.517
C -1.00313 0.36109 -0.74132 -0.209 5.023 -0.387 -0.042
N -1.17093 1.31532 1.44440 1.150 0.406 2.416 0.197
O 1.11264 2.12884 3.72860 0.832 0.550 -0.698 -0.312
O -0.02319 0.12229 4.39512 -0.656 -1.321 0.718 -0.314
S 0.46410 0.92344 3.33430 -2.047 0.733 -1.767 0.755
H 1.24215 -0.53010 0.00432 -1.124 -0.042 1.879 0.155
H 2.12283 -0.63083 2.61655 0.320 -0.195 -0.665 0.100
H -0.96662 -0.63006 -0.89540 0.178 -3.464 -0.963 0.038
H -0.51668 1.00278 -1.53998 0.003 -1.089 0.917 0.121
H -2.00068 0.74160 -0.73189 -0.987 -0.172 -0.323 0.073

***

13
Properties=species:S:1:pos:R:3:forces:R:3:lowdin_charge:R:1 method="wB97M-V/def2-TZVPD" e_above_lowest_kj_mol=236.5
C -1.52060 1.13250 -0.42630 1.470 -0.329 1.715 -0.100
C -2.40536 0.12630 -0.44714 -0.314 -1.036 -0.310 -0.376
C -0.25664 0.74823 0.20744 -3.034 -1.590 -1.859 -0.562
C 2.16312 -1.28256 0.14692 -0.069 0.160 -1.536 -0.170
N -0.19529 -0.50277 0.50033 0.494 -1.163 0.771 -0.276
O 0.69911 1.61038 0.28995 2.555 1.112 0.860 0.110
O 2.38375 -0.46039 -0.71043 0.465 0.154 0.473 -0.026
S -1.59352 -1.28286 0.10131 -0.016 -0.012 0.390 0.961
H -1.52523 2.15749 -0.51569 -1.179 2.143 -0.987 0.086
H -3.45223 -0.02600 -0.74552 0.678 0.675 -0.011 0.078
H 1.72811 -2.22898 -0.10605 -0.373 -0.921 -0.266 0.070
H 2.40582 -1.18464 1.17832 0.395 0.506 1.246 0.072
H 1.56897 1.19331 0.52686 -1.074 0.302 -0.485 0.132

***

13
Properties=species:S:1:pos:R:3:forces:R:3:lowdin_charge:R:1 method="wB97M-V/def2-TZVPD" smiles="Cc1[nH]oc(=O)c1O" e_above_lowest_kj_mol=275.3
C 1.86684 0.03204 0.03790 -0.852 2.764 -0.423 0.011
C 0.38743 -0.19716 -0.09307 1.575 -1.910 0.895 -0.193
N -0.14987 -1.47547 0.09736 4.971 -3.310 -1.600 -0.008
O -1.44213 -1.45386 -0.07969 -3.294 1.266 0.122 0.046
C -1.82525 -0.11122 -0.02529 -5.626 -2.009 0.444 -0.356
O -3.06221 0.09632 0.07771 3.665 0.537 -0.444 0.052
C -0.64137 0.63039 -0.02418 -0.667 2.172 -0.782 -0.252
O -0.61216 1.97413 -0.09923 0.471 0.823 0.145 0.096
H 2.23794 -0.42271 0.89431 0.585 -1.615 1.406 0.054
H 2.47913 -0.21821 -0.83090 -0.238 0.168 0.068 0.088
H 2.00313 1.11517 0.37740 -0.134 -1.114 -1.190 0.117
H 0.21299 -2.36703 -0.45031 -0.424 2.781 1.368 0.220
H -1.45447 2.39759 0.11800 -0.033 -0.554 -0.010 0.127

***

13
Properties=species:S:1:pos:R:3:forces:R:3:lowdin_charge:R:1 method="wB97M-V/def2-TZVPD" e_above_lowest_kj_mol=597.0
C -1.83265 -0.45293 0.53693 2.045 4.254 1.182 -0.153
C -0.28737 -0.36036 0.26172 1.382 0.118 -1.818 -0.185
C 1.74261 -1.22432 -0.16785 -3.195 1.689 -0.977 -0.100
C 0.66818 0.70615 0.11930 -0.845 -0.805 0.854 -0.370
H -3.51244 0.04562 -0.39879 1.629 0.305 -0.667 0.100
H -2.02126 0.38932 1.40913 0.327 -2.426 -1.785 0.154
H -1.94115 -1.48558 0.96747 -0.843 0.843 -1.188 0.116
H 2.65266 -1.53508 -0.75931 -1.507 -0.871 1.141 0.139
H 0.87265 2.67011 -1.18280 -1.135 -2.346 4.400 0.356
N 0.36881 -1.56474 -0.12007 4.757 2.170 1.011 0.098
O -2.54491 0.15048 -0.64869 -0.996 -2.307 2.279 -0.116
O 1.96232 0.15975 0.02689 -2.947 -1.026 -0.674 0.011
O 0.53550 2.04698 0.15983 1.330 0.402 -3.757 -0.051

***

14
Properties=species:S:1:pos:R:3:forces:R:3:lowdin_charge:R:1 method="wB97M-V/def2-TZVPD" e_above_lowest_kj_mol=238.3
C 0.76735 -1.47927 -0.45809 -1.709 2.855 -2.214 -0.079
C 0.58758 -1.00205 -1.71299 -1.742 -0.504 2.532 -0.020
C -0.77508 1.31145 0.50053 -0.296 2.073 -0.575 -0.120
C -0.93951 0.05577 -0.34652 -1.496 -0.658 0.296 -0.398
N -0.06222 -0.76943 0.43623 1.117 -0.737 1.445 -0.120
O 1.83555 1.10571 1.00406 0.770 -0.168 -0.675 -0.271
O 0.40057 0.38283 2.82598 -0.359 -0.463 0.093 -0.279
O -0.48122 -0.06836 -1.67598 0.862 0.399 -1.076 -0.037
S 0.59610 0.55807 1.42727 -1.769 0.084 -0.700 0.708
H 1.40379 -2.13844 -0.06100 2.375 -2.532 0.963 0.077
H 0.85377 -1.44942 -2.65149 0.170 0.480 -0.273 0.119
H -0.41296 2.23748 -0.02992 -0.451 -0.974 0.504 0.128
H -1.72319 1.50808 1.04782 0.938 0.030 -0.014 0.116
H -2.05053 -0.25243 -0.30590 1.590 0.114 -0.307 0.176

***

12
Properties=species:S:1:pos:R:3:forces:R:3:lowdin_charge:R:1 method="wB97M-V/def2-TZVPD" smiles="C=C(C=S)NC=O" e_above_lowest_kj_mol=113.2
C -0.81974 -1.93053 -0.03109 -0.252 -1.977 0.053 0.086
C -0.24610 -0.74992 0.19000 -0.775 0.520 -0.443 -0.444
C 0.68423 -0.62989 1.27612 1.375 -1.021 0.619 -0.620
S 1.61477 0.64332 1.62206 -0.306 -0.067 0.078 0.750
N -0.49567 0.41145 -0.53010 -0.288 -0.407 0.008 0.077
C -1.17882 0.38221 -1.69410 0.007 0.933 -2.190 -0.311
O -1.29294 1.30306 -2.49853 0.099 -0.981 1.444 0.030
H -0.44863 -2.79547 0.56150 -0.496 0.821 -0.373 0.083
H -1.58228 -2.18949 -0.79332 0.732 0.424 0.664 0.077
H 0.82403 -1.60931 1.78499 -0.083 0.828 -0.025 0.071
H 0.09178 1.18929 -0.32434 0.305 0.749 0.214 0.086
H -1.54546 -0.62409 -1.92850 -0.318 0.176 -0.050 0.116

***

12
Properties=species:S:1:pos:R:3:forces:R:3:lowdin_charge:R:1 method="wB97M-V/def2-TZVPD" smiles=c1ccos[nH]c1 e_above_lowest_kj_mol=189.5
C 1.13342 -0.22667 0.22625 0.049 -0.919 -0.035 -0.124
C 0.68505 1.13619 0.20010 -0.688 0.523 -0.105 -0.112
C -0.52366 1.66662 -0.06730 0.980 0.246 0.213 -0.243
O -1.65714 1.01922 -0.40083 -0.722 -0.228 -0.273 -0.438
S -1.99445 -0.42688 0.35982 0.535 -0.176 -0.135 0.978
N -0.85997 -1.42902 -0.38124 -0.881 -0.080 0.415 -0.335
C 0.46755 -1.37031 -0.04022 0.835 0.505 0.067 -0.222
H 2.18041 -0.34252 0.46863 0.032 -0.125 0.057 0.094
H 1.45842 1.85997 0.41725 -0.074 0.149 0.030 0.098
H -0.66891 2.73983 -0.04024 -0.012 -0.015 -0.021 0.113
H -1.21928 -2.31317 -0.70574 -0.056 0.164 -0.214 0.083
H 0.99857 -2.31327 -0.03648 0.003 -0.044 0.001 0.109